A | 8
Properties=species:S:1:pos:R:3:nbo_charge:R:1 method="wB97M-V/def2-TZVPD" mol_weight_da=73.1 charge=0 smiles="C=NOC=O" homo_lumo_gap_ev=11.5 lumo_ev=0.75
C -1.659 -0.247 0.085 -0.1201
N -0.467 -0.661 -0.237 -0.0961
O 0.331 0.476 -0.084 -0.4243
C 1.691 0.239 -0.047 0.6458
O 2.213 -0.812 0.081 -0.5239
H -2.362 -1.039 -0.038 0.1971
H -1.894 0.818 0.438 0.1998
H 2.146 1.227 -0.198 0.1216

---

B | 8
Properties=species:S:1:pos:R:3:nbo_charge:R:1 method="wB97M-V/def2-TZVPD" mol_weight_da=73.1 charge=0 smiles="N=C=O.C=O" homo_lumo_gap_ev=10.9 lumo_ev=0.39
N -2.614 1.086 -0.107 -0.7693
C -2.372 -0.048 -0.183 0.8544
O -2.423 -1.193 -0.234 -0.5348
H -2.029 1.983 -0.304 0.4415
C 0.840 -0.512 -0.213 0.3111
O 0.115 0.321 0.250 -0.5047
H 0.805 -0.966 -1.197 0.1033
H 1.821 -0.722 0.127 0.0985

---

The structure with the most favorable energy is B; the runner-up is 19.5 kcal/mol above it.

---

A | 24
Properties=species:S:1:pos:R:3:nbo_charge:R:1 method="wB97M-V/def2-TZVPD" mol_weight_da=129.2 charge=+2 homo_lumo_gap_ev="6.7 / 10.2" lumo_ev="-9.74 / -8.38"
C -2.282 -0.458 0.125 0.6435
C 2.170 -1.073 0.009 -0.4078
C 1.206 -0.354 0.944 -0.5581
C 1.629 -0.747 -1.341 -0.2081
C 0.469 0.707 0.230 0.3604
C -0.040 2.033 0.734 -0.7080
N -3.050 -0.072 -0.813 -0.7758
N -2.441 -1.230 1.182 -0.7927
N 1.007 0.700 -1.194 -0.5926
H 3.020 -0.595 0.070 0.2152
H 2.381 -2.062 0.128 0.2681
H 0.732 -1.023 1.645 0.2768
H 1.878 0.092 1.710 0.2851
H 2.528 -0.747 -2.041 0.2630
H 0.876 -1.457 -1.736 0.2401
H 0.469 2.215 1.742 0.2818
H -1.087 2.065 1.012 0.2722
H 0.280 2.685 -0.084 0.2438
H -2.923 0.558 -1.611 0.4648
H -4.007 -0.453 -0.817 0.4360
H -1.788 -1.368 1.968 0.4559
H -3.346 -1.591 1.473 0.4386
H 1.856 1.243 -1.325 0.4439
H 0.463 0.933 -2.010 0.4540

---

B | 24
Properties=species:S:1:pos:R:3:nbo_charge:R:1 method="wB97M-V/def2-TZVPD" mol_weight_da=129.2 charge=+2 homo_lumo_gap_ev=12.1 lumo_ev=-7.69
C -1.628 0.222 0.023 0.5571
C 1.468 1.168 -0.898 -0.4303
C 0.834 -0.222 -1.275 -0.4608
C 1.817 0.913 0.523 -0.2572
C 0.106 -0.695 -0.002 0.2734
C -0.162 -2.142 0.305 -0.6760
N -2.487 0.082 -0.975 -0.7228
N -1.977 0.975 1.013 -0.7375
N 0.911 -0.081 1.075 -0.5410
H 2.435 1.194 -1.397 0.2822
H 0.834 2.015 -1.161 0.2516
H 0.201 0.015 -2.140 0.2618
H 1.616 -0.923 -1.436 0.2580
H 2.767 0.495 0.785 0.2502
H 1.875 1.763 1.242 0.2614
H -0.769 -2.137 1.170 0.2403
H 0.810 -2.577 0.468 0.2487
H -0.698 -2.750 -0.580 0.3024
H -2.068 0.034 -1.919 0.4388
H -3.238 0.740 -0.955 0.4104
H -1.513 0.924 1.957 0.4425
H -2.947 1.456 0.785 0.4557
H 1.398 -0.814 1.496 0.4481
H 0.415 0.345 1.895 0.4429

---

The structure with the most favorable energy is B; the runner-up is 51.5 kcal/mol above it.